DFT (ωB97M-V with the def2-TZVPD basis set) results for a molecular structure, C56H123AsF6N11O12.

E in Ha: -6547.644623
Energy relative to the best compared isomer or geometry (same formula, charge and spin) in eV: 0.000
HOMO-LUMO gap in eV: 8.230
HOMO in eV: -6.127
F_max in eV/Å: 2.1

```
! RIJCOSX wB97M-V def2-TZVPD def2/J DEFGRID3
* xyz -1 1
As 0.0054 1.0052 -0.5231
F -0.2016 0.6457 -2.2082
F 1.3139 2.0999 -0.8448
F 0.2459 1.2738 1.1780
F -1.3734 -0.0444 -0.1613
F 1.1514 -0.3338 -0.4713
F -1.1644 2.3243 -0.6356
C -4.7141 0.8548 -3.2292
C -4.2447 -0.3970 -2.4917
C -5.3432 -1.4598 -2.3575
C -5.7701 -2.0664 -3.6342
N -6.1120 -2.5706 -4.6084
H -5.4701 1.4255 -2.6931
H -5.0051 0.6315 -4.2554
H -3.8254 1.4884 -3.3137
H -3.8933 -0.1915 -1.4808
H -3.4310 -0.8693 -3.0444
H -6.2494 -1.1078 -1.8621
H -4.9710 -2.3267 -1.8001
C 4.8815 -2.4928 0.9977
C 3.8331 -1.4514 0.6182
C 4.0816 -0.0592 1.2199
C 5.4760 0.3790 1.2784
N 6.5742 0.7091 1.3398
H 4.8093 -3.3862 0.3783
H 4.7750 -2.7833 2.0467
H 5.8748 -2.0593 0.8749
H 2.8336 -1.8688 0.7346
H 3.9045 -1.2788 -0.4640
H 3.7039 -0.1391 2.2438
H 3.4433 0.6564 0.7044
C 0.5660 5.3762 -0.4693
C 0.8309 5.3152 -1.9742
C 1.6360 6.4952 -2.5239
C 1.0251 7.7914 -2.2549
N 0.5723 8.8292 -2.0556
H 1.4785 5.3639 0.1389
H 0.0141 4.4938 -0.1486
H 0.1024 6.2866 -0.0864
H -0.1191 5.2422 -2.5078
H 1.3904 4.4220 -2.2546
H 1.8763 6.4400 -3.5845
H 2.5780 6.5472 -1.9653
C -4.2284 6.6630 0.6140
C -2.9754 5.8301 0.4569
C -2.9760 5.0677 -0.8877
C -3.2090 5.8891 -2.0492
N -3.4115 6.5255 -2.9834
H -4.2850 7.0743 1.6254
H -5.0602 5.9717 0.4598
H -4.2848 7.5425 -0.0248
H -2.8200 5.0587 1.2129
H -2.0814 6.4561 0.5361
H -3.7808 4.3253 -0.8915
H -2.0513 4.5275 -1.1033
C -1.7011 4.6821 -5.5416
O -0.9247 3.5483 -5.8974
C -1.3672 2.3373 -5.2901
C -0.2093 1.3739 -5.3282
N -0.0014 1.0618 -6.7511
C 1.1981 0.2525 -6.9545
C 1.5312 0.0656 -8.4264
O 1.4649 1.3175 -9.0697
C 1.0990 1.2562 -10.4228
H -2.7593 4.4585 -5.6903
H -1.4098 5.4845 -6.2213
H -1.3704 4.9860 -4.5447
H -2.3077 2.0205 -5.7525
H -1.6318 2.5868 -4.2487
H -0.4485 0.4662 -4.7700
H 0.6648 1.8412 -4.8614
H 0.2118 1.9523 -7.1957
H 0.9491 -0.7497 -6.5806
H 2.0385 0.6287 -6.3549
H 0.7904 -0.6176 -8.8603
H 2.5121 -0.4135 -8.5332
H 1.0026 2.2641 -10.8269
H 0.1083 0.8151 -10.5900
H 1.8734 0.6950 -10.9583
C -3.6982 1.8241 1.7515
O -3.7723 3.1057 2.3334
C -3.0682 3.2263 3.5545
C -1.5565 3.1691 3.3399
N -0.8708 3.4812 4.5840
C -0.9989 4.8149 5.1575
C -0.7868 5.9195 4.1215
O -0.3794 7.1032 4.7418
C -0.4107 8.2159 3.8757
H -2.6874 1.5901 1.3947
H -4.3814 1.7800 0.9075
H -3.9144 1.0186 2.4670
H -3.3797 2.4986 4.3099
H -3.3349 4.2148 3.9374
H -1.2671 3.7602 2.4665
H -1.3796 2.1026 3.1830
H 0.0244 3.0496 4.7325
H -0.2890 4.8885 5.9801
H -2.0001 4.9323 5.5811
H -1.7380 6.1067 3.5942
H -0.0562 5.5633 3.3776
H 0.2298 9.0200 4.2311
H -1.4400 8.5765 3.7941
H -0.0386 7.9498 2.8807
C 3.6841 1.2847 8.8388
O 3.4275 0.8886 7.5197
C 2.0752 1.0557 7.1363
C 1.9122 0.8573 5.6443
N 2.3607 1.9615 4.8436
C 1.8386 1.9072 3.4759
C 2.3436 3.0944 2.6742
O 3.7428 2.9576 2.4705
C 4.3042 4.1203 1.9186
H 4.6739 0.9021 9.0933
H 2.9976 0.8258 9.5625
H 3.6654 2.3701 8.9779
H 1.6380 2.0159 7.4301
H 1.4755 0.2673 7.6117
H 0.8180 0.8098 5.5638
H 2.2725 -0.1528 5.4011
H 3.3617 2.0940 4.7567
H 0.7547 1.9319 3.5213
H 2.1672 0.9959 2.9661
H 2.1430 3.9834 3.2892
H 1.8174 3.1927 1.7209
H 3.7940 4.5391 1.0462
H 5.3418 3.9031 1.6623
H 4.3623 4.9009 2.6901
C -2.7117 -8.9364 2.3160
O -2.3919 -7.5974 2.0536
C -1.1533 -7.4441 1.3994
C -0.9795 -6.0678 0.8148
N -1.9671 -5.8586 -0.2578
C -1.8831 -4.5240 -0.8717
C -2.3728 -3.3950 -0.0083
O -3.7292 -3.6294 0.3486
C -4.2638 -2.7056 1.2480
H -2.6702 -9.5466 1.4052
H -3.7272 -8.9686 2.7050
H -2.0047 -9.3753 3.0320
H -0.9844 -8.1906 0.6127
H -0.3341 -7.6497 2.1053
H 0.0350 -6.0075 0.4115
H -1.0847 -5.3154 1.6083
H -2.8438 -5.9143 0.2602
H -2.4003 -4.6363 -1.8243
H -0.8269 -4.3601 -1.1008
H -2.4127 -2.4664 -0.5986
H -1.6887 -3.2052 0.8269
H -3.6497 -2.5253 2.1357
H -5.2451 -3.0371 1.5802
H -4.3601 -1.7152 0.7771
C -1.2677 -7.6504 5.3335
O -0.5742 -6.4201 5.2828
C 0.7539 -6.6174 4.8591
C 1.4873 -5.2737 4.8622
N 0.8987 -4.4201 3.8416
C 1.6784 -3.2246 3.5365
C 0.7465 -2.1616 2.9668
O -0.2403 -1.9027 3.9345
C -1.2100 -1.0229 3.4070
H -2.3251 -7.4559 5.5091
H -0.8806 -8.2863 6.1375
H -1.1799 -8.1290 4.3511
H 0.8599 -7.0776 3.8693
H 1.2399 -7.3239 5.5474
H 2.5391 -5.4216 4.6133
H 1.3717 -4.8918 5.8843
H 0.0050 -4.1066 4.2117
H 2.4609 -3.5325 2.8359
H 2.2175 -2.7937 4.3934
H 0.4037 -2.4973 1.9791
H 1.2790 -1.2242 2.7515
H -2.0059 -0.8374 4.1216
H -1.6344 -1.3839 2.4651
H -0.7120 -0.0971 3.0935
C -2.6984 -3.8099 -5.0678
O -1.6124 -3.7791 -4.1696
C -0.8389 -2.5968 -4.3559
C 0.1927 -2.3903 -3.2579
N 1.2189 -3.4252 -3.3181
C 1.9185 -3.6602 -2.0762
C 2.7705 -4.9052 -2.1290
O 1.9498 -6.0405 -2.2785
C 2.6817 -7.2322 -2.4034
H -3.0583 -4.8393 -5.1058
H -2.3740 -3.5995 -6.0933
H -3.5127 -3.1535 -4.7573
H -1.5494 -1.7706 -4.2470
H -0.3185 -2.6352 -5.3160
H -0.3225 -2.2979 -2.2911
H 0.6883 -1.4278 -3.4069
H 0.7634 -4.2610 -3.6676
H 1.2080 -3.6843 -1.2328
H 2.5630 -2.8182 -1.8012
H 3.4804 -5.0027 -1.2976
H 3.4435 -4.7809 -2.9928
H 1.9312 -8.0138 -2.5265
H 3.3188 -7.4491 -1.5407
H 3.2992 -7.2609 -3.3094
N 3.3403 1.1345 -2.2983
C 4.6807 1.1930 -2.0508
C 5.3553 0.5554 -3.0668
C 4.3643 0.0692 -3.9701
C 3.1463 0.4715 -3.4659
H 2.6536 1.4483 -1.6217
H 5.0007 1.6170 -1.1123
H 6.4189 0.3853 -3.0937
H 4.4573 -0.5264 -4.8627
H 2.1618 0.2378 -3.8379
*
```

These are the Mulliken partial charges, in e, on atoms 1 to 2:
1. As 2.7147
2. F -0.6792

---

DFT (ωB97M-V with the def2-TZVPD basis set) results for C4H7F3N2 in the gas phase.

E in Ha: -565.663950
Energy relative to the best compared isomer or geometry (same formula, charge and spin) in eV: 1.242
HOMO-LUMO gap in eV: 10.325
HOMO in eV: -9.652
F_max in eV/Å: 4.7
SMILES string: [H]/N=N/C(C)(C)C(F)(F)F

```
! RIJCOSX wB97M-V def2-TZVPD def2/J DEFGRID3
* xyz 0 1
C -1.1326 0.7725 0.4220
C 1.2678 0.5054 0.7385
C 0.0648 -0.0343 -0.0553
C 0.2595 0.0266 -1.5608
N -0.9845 -1.8193 0.8499
N 0.0202 -1.4323 0.2466
F 0.0764 1.3293 -1.9438
F -0.6260 -0.6517 -2.2549
F 1.3558 -0.2870 -2.0924
H -1.9842 0.5130 -0.0844
H -0.8533 1.7546 0.5773
H -1.3999 0.4362 1.4318
H 2.2775 -0.0933 0.6335
H 1.5855 1.4421 0.4304
H 0.9471 0.4589 1.7415
H -0.8742 -2.9207 0.9202
*
```

These are the Mulliken partial charges, in e, on atoms 1 to 2:
1. C -1.6501
2. C -1.7874

---

DFT (ωB97M-V with the def2-TZVPD basis set) results for 2 unconnected molecules or ions with the total composition C4H12.

E in Ha: -159.575413
Energy relative to the best compared isomer or geometry (same formula, charge and spin) in eV: 0.260
HOMO-LUMO gap in eV: 12.717
HOMO in eV: -11.556
F_max in eV/Å: 1.5
SMILES string: CC.CC

```
! RIJCOSX wB97M-V def2-TZVPD def2/J DEFGRID3
* xyz 0 1
C -2.0795 -0.5354 0.9522
C -1.9433 0.9247 0.5400
H -2.7347 -0.6077 1.8178
H -2.5353 -1.1740 0.1956
H -1.0930 -0.9154 1.1947
H -1.8017 1.5236 1.4440
H -2.8230 1.4006 0.0990
H -1.1265 1.1205 -0.1538
C 2.0302 0.0400 -1.4690
C 1.9884 -0.4426 -0.0216
H 3.0210 0.4128 -1.7267
H 2.0115 -0.8825 -2.0653
H 1.2361 0.6785 -1.8381
H 2.7091 -1.2496 0.0532
H 2.2159 0.3216 0.7273
H 1.0304 -0.7981 0.3558
*
```

These are the Mulliken partial charges, in e, on atoms 1 to 2:
1. C -0.7779
2. C -0.7227